C39H51AsFN2O5ScSi2 | ωB97M-V/def2-TZVPD

The geometry in XYZ format:
```
102
Properties=species:S:1:pos:R:3:forces:R:3:mulliken_charge:R:1
Sc -0.2554 -0.5089 -0.0699 0.57 0.01 -0.29 -1.4055
O -1.2287 -3.9666 -2.5985 0.02 0.23 0.14 -0.5354
C -0.7165 -3.0459 -1.7946 -0.03 0.14 0.05 -0.2934
O -1.2833 -1.9965 -1.5141 -0.07 -0.51 0.07 -0.0407
C 0.6324 -3.3285 -1.2520 -0.16 0.10 0.03 -0.0788
C 1.3949 -4.4650 -1.4503 0.04 0.07 0.03 -0.6394
C 2.6426 -4.5093 -0.8369 -0.02 0.12 0.03 -0.8152
C 3.0782 -3.4245 -0.0853 0.00 -0.02 -0.07 -1.2862
C 2.2510 -2.3207 0.0408 0.06 -0.06 -0.18 0.4118
N 1.0540 -2.2925 -0.5272 -0.06 -0.26 0.15 2.0780
C 2.5904 -1.0509 0.7979 -0.08 0.00 0.05 0.2325
O 3.6561 -0.9578 1.3698 0.01 0.02 -0.03 -0.7448
O 1.6391 -0.1768 0.7342 -0.15 -0.10 0.37 -0.7628
H -2.0999 -3.6580 -2.8950 0.02 -0.01 0.01 0.4413
H 1.0218 -5.2778 -2.0556 0.00 -0.01 0.00 0.5903
H 3.2730 -5.3792 -0.9554 0.01 -0.02 0.00 0.4638
H 4.0413 -3.4048 0.4040 0.03 -0.01 0.01 0.6075
C -4.0271 -0.3159 -0.1260 0.06 0.07 -0.01 -1.3480
C -4.5853 -1.4026 0.7707 -0.05 -0.09 -0.09 0.6838
C -5.4746 -0.7743 1.8499 -0.01 0.02 0.06 -1.6520
C -3.6390 -2.4386 1.3736 -0.01 -0.03 0.09 0.9457
C -4.2385 -3.6919 1.5062 0.00 -0.05 0.08 -1.1459
C -3.6398 -4.7255 2.1949 -0.02 0.03 -0.04 -1.4686
C -2.4187 -4.4916 2.7916 0.03 -0.02 0.02 -1.2443
C -1.7560 -3.2713 2.6699 0.03 -0.07 0.01 0.4237
C -0.4357 -3.1949 3.4344 0.01 -0.08 0.02 0.8416
C -0.3965 -2.1779 4.5740 -0.02 0.00 -0.02 -1.6340
C 0.7832 -3.0287 2.5419 -0.07 0.05 0.01 -1.2810
C -2.3408 -2.2389 1.8998 0.10 0.03 -0.14 -0.8855
N -1.6179 -1.0245 1.6450 0.15 0.08 -0.23 2.9484
C -1.8784 0.0077 2.5177 -0.01 -0.05 -0.04 -0.3241
C -2.6989 -0.0409 3.6591 -0.02 -0.02 0.02 -0.9556
C -2.8757 1.0630 4.4781 0.03 0.02 -0.01 -1.0226
C -2.2512 2.2755 4.2150 0.00 -0.05 -0.04 -0.8702
C -1.4346 2.3699 3.0932 -0.02 -0.04 0.01 -1.1311
C -1.2927 1.2564 2.3113 0.06 0.06 -0.10 0.4786
F -0.4838 1.3518 1.1744 -0.09 0.08 0.24 1.1868
H -4.8662 0.1803 -0.6212 -0.01 0.03 -0.02 0.4413
H -3.3620 -0.7069 -0.8930 -0.02 -0.04 0.02 0.1801
H -3.4873 0.4412 0.4417 0.02 0.02 -0.03 0.2046
H -5.2556 -2.0024 0.1456 0.02 0.06 -0.04 0.6895
H -4.9135 -0.0723 2.4673 -0.01 -0.02 -0.03 0.2829
H -5.9090 -1.5318 2.5033 0.00 -0.03 0.00 0.3750
H -6.2909 -0.2251 1.3769 -0.02 0.02 -0.01 0.4920
H -5.2219 -3.8415 1.0752 -0.01 0.00 -0.01 0.4421
H -4.1278 -5.6865 2.2874 -0.01 -0.02 0.00 0.3954
H -1.9511 -5.2773 3.3729 0.00 -0.01 0.00 0.3973
H -0.3475 -4.1802 3.9030 0.03 0.05 0.01 0.7461
H -0.3483 -1.1570 4.2038 0.00 0.05 -0.02 0.1030
H 0.4952 -2.3502 5.1798 0.01 -0.01 0.01 0.5087
H -1.2682 -2.2650 5.2230 -0.03 0.00 0.01 0.3970
H 0.8119 -2.0122 2.1534 -0.02 -0.07 0.06 0.0455
H 0.7643 -3.7373 1.7113 -0.02 -0.02 0.04 0.3324
H 1.7038 -3.1860 3.1074 0.02 -0.01 0.02 0.4553
H -3.1941 -0.9723 3.8998 0.02 -0.01 0.01 0.7280
H -3.5145 0.9677 5.3466 -0.01 0.00 0.02 0.4452
H -2.3918 3.1283 4.8617 0.00 0.03 0.02 0.4244
H -0.9156 3.2796 2.8234 0.01 0.02 0.00 0.4858
C -2.8907 1.9439 -2.6920 0.07 0.01 0.01 -2.2266
C -1.5385 1.7056 -2.0862 0.21 -0.14 0.27 1.4193
O -1.4172 0.8148 -1.2221 -0.45 0.45 -0.32 0.5093
C -0.3658 2.4634 -2.4795 -0.16 -0.07 0.02 -0.6897
C -0.4456 3.3723 -3.4738 0.08 0.04 -0.06 -0.6646
C 0.7379 4.0283 -3.9827 -0.10 -0.07 0.06 -1.1938
C 1.9113 3.8390 -3.3618 0.05 -0.04 0.05 -0.9497
C 2.0468 3.0677 -2.1042 -0.05 0.00 0.01 2.4763
C 0.9301 2.0353 -1.8712 0.03 -0.04 0.07 0.6989
H -3.6190 1.3153 -2.1941 -0.05 -0.03 0.03 0.1417
H -2.8646 1.6988 -3.7547 0.00 -0.01 0.01 0.4658
H -3.1796 2.9900 -2.5961 0.00 0.01 0.01 0.4891
H -1.3962 3.5779 -3.9480 -0.02 0.01 -0.01 0.4683
H 0.6658 4.6502 -4.8629 -0.01 0.03 -0.03 0.4273
H 2.7984 4.3259 -3.7515 0.03 0.02 0.01 0.7217
H 3.0255 2.5841 -2.0710 0.04 0.00 -0.05 -0.9799
H 0.7950 1.9319 -0.7901 -0.02 0.07 0.00 -0.5901
C 3.8621 0.9610 -4.4153 -0.03 0.05 -0.03 -1.2704
Si 3.4766 0.0094 -2.8408 -0.14 -0.02 0.03 1.1705
C 4.6434 0.6117 -1.4857 -0.04 -0.05 0.01 -1.1456
C 3.8801 -1.8021 -3.1934 -0.06 0.01 -0.01 -1.3648
As 1.1641 0.1147 -2.5110 0.05 0.06 -0.35 -0.0302
Si 2.1212 4.2387 -0.5924 0.01 -0.03 0.04 0.1368
C 3.2458 5.6847 -0.9733 -0.02 0.01 0.00 -1.2507
C 2.7855 3.2240 0.8281 0.02 0.03 -0.02 -0.6394
C 0.4070 4.8848 -0.2068 -0.01 0.02 -0.07 -0.8937
H 4.9364 0.9965 -4.6091 0.06 -0.01 -0.01 0.3917
H 3.4834 1.9847 -4.3793 0.04 -0.04 0.00 0.2409
H 3.3717 0.4675 -5.2561 0.00 0.00 -0.04 0.2609
H 5.5469 -0.0024 -1.4988 0.06 0.00 0.00 0.4614
H 4.2125 0.5329 -0.4880 0.04 0.05 -0.01 0.0696
H 4.9515 1.6456 -1.6481 0.01 0.06 0.00 0.4770
H 4.6474 -1.8633 -3.9674 0.05 -0.01 -0.02 0.4807
H 3.0077 -2.3553 -3.5476 -0.02 -0.01 -0.02 0.2910
H 4.2661 -2.3011 -2.3065 0.02 -0.05 0.08 0.3114
H 4.2511 5.3566 -1.2414 0.04 -0.03 -0.02 0.3589
H 3.3322 6.3353 -0.1015 0.02 0.03 0.03 0.3430
H 2.8531 6.2837 -1.7963 -0.01 0.03 -0.03 0.3165
H 3.8767 3.1943 0.7979 0.02 -0.03 0.00 0.3359
H 2.4292 2.1922 0.7960 -0.02 -0.03 0.03 -0.1259
H 2.4926 3.6432 1.7923 0.00 0.04 0.03 0.3983
H -0.0635 5.3082 -1.0963 -0.02 0.02 -0.01 0.2882
H 0.4711 5.6735 0.5454 -0.01 0.02 0.04 0.4438
H -0.2444 4.1006 0.1812 -0.02 -0.05 0.00 0.0800
```
Forces are in eV/Å.

The calculation puts the HOMO energy at -6.2 eV. The value obtained for the total energy is -5678.02156 a.u. For the molecular weight, the calculation gives 822.89 g/mol. For the largest force on an atom, the calculation gives 0.7 eV/A. The orbital gap comes out at 5.37 eV.